1.
Molecular formula: C24H43NO2P2Yb
Method: DFT, wB97M-V/def2-TZVPD

Structure (XYZ):
```
73
Properties=species:S:1:pos:R:3:lowdin_spin:R:1
Yb 0.086 0.291 0.095 1.00
C -1.820 -0.266 1.453 0.00
C -1.193 -1.520 1.234 0.00
C 0.325 -0.170 2.323 0.00
C -0.859 0.584 2.148 0.00
C 0.113 -1.475 1.753 0.00
C -3.247 0.093 1.174 0.00
H -3.653 -0.469 0.325 0.00
H -3.387 1.165 0.979 0.00
H -3.835 -0.162 2.066 0.00
C -1.044 2.030 2.493 0.00
H -1.935 2.481 2.062 0.00
H -0.183 2.656 2.212 0.00
H -1.136 2.059 3.579 0.00
C 1.592 0.324 2.975 0.00
H 1.399 0.231 4.049 0.00
H 1.803 1.371 2.742 0.00
H 2.461 -0.286 2.723 0.00
C 1.105 -2.613 1.813 0.00
H 0.931 -3.146 2.763 0.00
H 2.154 -2.281 1.808 0.00
H 0.969 -3.342 1.006 0.00
C -1.883 -2.746 0.682 0.00
H -2.213 -3.321 1.560 0.00
H -1.219 -3.384 0.095 0.00
H -2.765 -2.498 0.088 0.00
C -0.574 1.249 -1.994 0.00
C -1.568 0.380 -1.731 0.00
C -1.774 -0.925 -2.379 0.00
C -0.456 -1.748 -2.576 0.00
C 0.573 -1.688 -1.511 0.00
C 1.610 -0.845 -1.486 0.00
C 1.822 0.266 -2.462 0.00
C 0.551 1.058 -2.913 0.00
H -2.230 -0.668 -3.357 0.00
H 0.028 -1.444 -3.516 0.00
H -2.527 -1.541 -1.856 0.00
H 0.105 0.597 -3.797 0.00
H -0.556 2.216 -1.455 0.00
H -2.410 0.722 -1.114 0.00
H 0.868 2.073 -3.226 0.00
H 2.592 0.991 -2.116 0.00
H 2.435 -0.976 -0.743 0.00
H 2.273 -0.234 -3.350 0.00
H -0.737 -2.814 -2.712 0.00
H 0.559 -2.532 -0.792 0.00
P 4.709 0.132 -5.720 0.00
P 7.546 -1.118 -4.968 0.00
C 5.936 -0.151 -7.111 0.00
C 7.388 -0.250 -6.624 0.00
H 5.830 0.697 -7.803 0.00
H 5.644 -1.066 -7.650 0.00
H 7.990 -0.821 -7.343 0.00
H 7.833 0.754 -6.529 0.00
C 9.329 -0.818 -4.639 0.00
H 9.640 -1.432 -3.781 0.00
H 9.486 0.237 -4.371 0.00
H 9.959 -1.067 -5.505 0.00
C 7.648 -2.857 -5.596 0.00
H 8.411 -2.963 -6.381 0.00
H 6.672 -3.168 -5.994 0.00
H 7.900 -3.521 -4.757 0.00
C 4.165 1.835 -6.178 0.00
H 3.314 2.123 -5.543 0.00
H 3.863 1.894 -7.235 0.00
H 4.984 2.547 -5.997 0.00
C 3.280 -0.828 -6.371 0.00
H 3.490 -1.906 -6.299 0.00
H 3.060 -0.572 -7.418 0.00
H 2.395 -0.613 -5.753 0.00
O -2.814 3.815 0.091 0.00
N -2.404 2.820 -0.445 0.00
O -1.516 2.229 0.258 0.00
```

As for the spin multiplicity: 2. For the electronic energy, the calculation gives -81266.5550 eV. Its LUMO energy (alpha / beta) is -4.07 / -4.12 eV. The total charge is +1. As for the energy above the lowest of the compared OMol25 structures with the same formula, charge and spin: 26.4 kcal per mole.

---

2.
Molecular formula: C24H44BaCl10F8NO12PS2
Method: DFT, wB97M-V/def2-TZVPD

Structure (XYZ):
```
103
Properties=species:S:1:pos:R:3:mulliken_charge:R:1
Ba -1.337 0.728 2.659 1.56
P -4.186 2.339 0.834 1.56
F -5.796 2.354 0.925 -0.35
F -4.153 0.754 0.547 -0.31
F -4.267 2.745 -0.747 -0.51
F -2.531 2.280 0.831 -0.83
F -4.098 3.930 1.055 -0.40
F -4.144 2.091 2.466 -0.45
N 0.311 -0.529 1.053 0.48
S 1.753 -0.954 0.752 0.41
O 2.749 0.003 0.373 -0.37
O 1.918 -2.278 0.205 -0.64
F 2.031 -1.255 2.289 -0.33
S -0.329 -0.801 -0.418 -0.63
O -0.699 -2.115 -0.803 -0.10
O -0.011 0.187 -1.416 -0.19
F -1.766 -0.311 0.123 0.26
Cl -1.043 -6.259 1.068 -0.24
C -0.442 -5.036 -0.111 1.01
C 0.342 -5.638 -1.224 0.28
Cl -0.788 -6.459 -2.402 -0.20
H 0.173 -4.279 0.376 -0.27
H -1.348 -4.546 -0.455 -0.52
H 1.157 -6.296 -0.929 0.42
H 0.852 -4.885 -1.824 -0.50
Cl 5.050 1.191 3.359 -0.20
C 5.918 1.317 1.796 -0.04
C 6.727 2.589 1.734 -0.45
Cl 7.400 2.735 0.092 -0.18
H 5.120 1.405 1.062 -0.07
H 6.520 0.424 1.675 0.36
H 7.456 2.594 2.547 0.36
H 6.182 3.519 1.881 0.29
Cl 4.331 4.479 -2.552 -0.22
C 3.417 3.018 -2.121 0.11
C 2.034 3.005 -2.789 0.31
Cl 2.110 3.050 -4.611 -0.18
H 3.329 3.049 -1.038 0.00
H 3.981 2.142 -2.425 0.09
H 1.403 3.819 -2.444 0.38
H 1.535 2.061 -2.578 -0.44
Cl -4.104 -0.769 -3.739 -0.16
C -4.434 -1.448 -2.140 0.03
C -3.827 -2.819 -1.951 -0.03
Cl -4.266 -3.460 -0.353 -0.23
H -5.462 -1.347 -1.804 0.42
H -3.877 -0.755 -1.502 -0.37
H -2.753 -2.951 -2.057 -0.16
H -4.226 -3.462 -2.741 0.48
Cl 0.913 -3.602 -4.091 -0.21
C 2.269 -2.672 -3.381 -0.11
C 2.341 -1.280 -4.011 0.07
Cl 3.722 -0.513 -3.124 -0.20
H 3.195 -3.166 -3.662 0.49
H 2.197 -2.541 -2.305 -0.11
H 1.451 -0.672 -3.865 -0.38
H 2.503 -1.306 -5.086 0.50
C 0.239 3.722 0.981 -0.83
O 0.431 2.822 2.057 0.24
C 1.034 3.319 3.239 -0.91
C 1.682 2.219 4.013 0.13
O 0.736 1.302 4.600 -0.20
C 1.244 0.352 5.494 -0.92
H -0.591 4.398 1.224 0.40
H -0.065 3.172 0.093 0.05
H 1.077 4.393 0.773 0.37
H 0.239 3.808 3.820 0.30
H 1.702 4.156 3.020 0.47
H 2.378 2.611 4.762 0.49
H 2.310 1.545 3.421 -0.27
H 1.657 0.866 6.369 0.35
H 2.029 -0.271 5.047 0.33
H 0.455 -0.337 5.791 0.27
C 0.359 -3.067 5.496 -0.81
O -0.308 -2.568 4.342 -0.12
C -1.254 -3.506 3.831 -0.59
C -1.890 -2.963 2.568 0.14
O -2.607 -1.734 2.822 0.24
C -4.012 -1.990 3.042 -0.72
H 0.625 -4.122 5.400 0.39
H -0.319 -3.060 6.362 0.31
H 1.123 -2.311 5.642 0.11
H -1.987 -3.788 4.593 0.29
H -0.591 -4.332 3.545 0.45
H -2.466 -3.686 1.991 0.23
H -1.134 -2.603 1.865 -0.39
H -4.431 -1.026 3.337 0.30
H -4.128 -2.688 3.870 0.25
H -4.470 -2.297 2.105 0.07
C -1.833 3.632 -5.643 -0.84
C -1.151 2.648 -6.234 0.26
C -0.834 1.384 -5.543 0.86
O -0.196 0.477 -6.046 -0.71
C -1.255 1.303 -4.154 0.09
C -1.881 2.302 -3.519 -0.37
C -2.336 3.518 -4.260 0.48
O -3.038 4.386 -3.797 -0.59
O -2.176 2.270 -2.214 0.15
O -0.722 2.776 -7.507 -0.59
H -1.862 4.556 -6.207 0.43
H -0.950 0.403 -3.637 0.52
H -3.047 2.668 -2.025 0.25
H -0.287 1.933 -7.731 0.33
```

As for the spin multiplicity: 1. For the electronic energy, the calculation gives -230285.5576 eV. Its LUMO energy is -0.91 eV. The total charge is 0.

---

3.
Molecular formula: C24H44BrN7P2SY
Method: DFT, wB97M-V/def2-TZVPD

Structure (XYZ):
```
80
Properties=species:S:1:pos:R:3:mulliken_charge:R:1
Y -0.197 -0.032 -0.457 0.31
N -2.372 0.503 0.838 -0.55
C -3.344 -0.607 0.785 -0.37
C -2.665 -1.885 1.269 -1.00
N -1.521 -2.244 0.407 0.25
C -1.851 -3.203 -0.671 -1.19
C -1.776 -2.569 -2.060 0.32
N -0.456 -1.934 -2.260 -0.51
H -2.124 0.664 1.821 0.30
H -2.850 1.356 0.543 0.21
H -3.674 -0.736 -0.250 0.13
H -4.221 -0.413 1.412 0.52
H -3.402 -2.694 1.316 0.46
H -2.293 -1.717 2.285 0.37
H -0.859 -2.728 1.016 -0.03
H -2.856 -3.614 -0.536 0.40
H -1.143 -4.037 -0.631 0.38
H -2.542 -1.796 -2.160 -0.45
H -1.971 -3.347 -2.808 0.56
H -0.426 -1.568 -3.215 0.22
H 0.241 -2.683 -2.238 0.30
C -3.906 0.736 -2.828 -1.54
P -2.109 1.042 -2.602 1.46
C -1.597 0.982 -4.369 -1.45
C -2.222 2.871 -2.297 -1.28
C -0.888 3.553 -2.013 -1.26
P -0.097 2.928 -0.459 1.43
C 1.493 3.827 -0.525 -1.26
C -1.005 3.921 0.787 -1.27
H -4.282 1.415 -3.594 0.51
H -4.453 0.913 -1.905 0.43
H -4.090 -0.284 -3.160 0.42
H -2.106 1.775 -4.920 0.49
H -1.906 0.027 -4.793 0.47
H -0.522 1.087 -4.497 0.30
H -2.901 3.015 -1.450 0.35
H -2.699 3.329 -3.172 0.69
H -1.044 4.632 -1.899 0.64
H -0.201 3.411 -2.852 0.40
H 1.294 4.887 -0.695 0.50
H 2.118 3.445 -1.330 0.35
H 2.018 3.708 0.420 0.35
H -0.864 4.979 0.564 0.49
H -0.610 3.707 1.776 0.33
H -2.070 3.699 0.776 0.39
Br 1.165 -5.983 4.401 -0.08
C 1.411 -4.618 3.109 -0.42
C 2.311 -4.785 2.054 -0.68
C 2.472 -3.791 1.110 -0.53
C 1.738 -2.597 1.199 -0.46
C 0.849 -2.437 2.274 -0.26
C 0.689 -3.429 3.217 -0.71
N 1.808 -1.581 0.243 0.84
C 2.915 -1.375 -0.383 -0.49
C 3.033 -0.419 -1.467 0.52
C 4.253 -0.266 -2.134 -1.16
C 4.346 0.624 -3.191 -0.45
C 3.213 1.345 -3.544 -1.28
C 2.042 1.140 -2.831 -0.65
N 1.932 0.283 -1.817 0.46
H 2.877 -5.698 1.972 0.48
H 3.140 -3.962 0.280 0.59
H 0.332 -1.490 2.388 0.82
H 0.011 -3.295 4.047 0.55
H 3.833 -1.905 -0.124 0.62
H 5.109 -0.850 -1.830 0.52
H 5.272 0.748 -3.731 0.49
H 3.236 2.050 -4.359 0.54
H 1.138 1.680 -3.089 0.81
C 1.270 1.578 6.142 -1.08
N 0.808 1.688 4.773 -0.14
C 1.279 0.993 3.753 0.29
N 2.255 0.103 3.932 -0.24
S 0.592 1.238 2.206 -0.17
H 0.661 2.222 6.771 0.37
H 2.310 1.892 6.235 0.36
H 1.168 0.551 6.497 0.35
H 0.087 2.367 4.578 0.27
H 2.749 0.036 4.809 0.24
H 2.643 -0.378 3.139 0.14
```

As for the spin multiplicity: 1. For the electronic energy, the calculation gives -136514.2561 eV. Its LUMO energy is -8.91 eV. The total charge is +3. As for the energy above the lowest of the compared OMol25 structures with the same formula, charge and spin: 14.0 kcal per mole.

---

4.
Molecular formula: C24H44Cl3CuN4O3SSi
Method: DFT, wB97M-V/def2-TZVPD

Structure (XYZ):
```
81
Properties=species:S:1:pos:R:3:lowdin_spin:R:1
C -1.500 -2.660 -4.898 0.00
C -1.109 -2.950 -3.467 0.00
H -1.512 -3.618 -5.436 0.00
H -0.757 -2.032 -5.408 0.00
H -2.485 -2.182 -5.029 0.00
C -0.925 -4.225 -3.099 0.00
C -1.017 -5.449 -3.960 0.00
H -0.750 -4.491 -2.062 0.00
H -0.418 -5.435 -4.892 0.00
H -2.056 -5.695 -4.267 0.00
H -0.630 -6.305 -3.360 0.00
Cu -0.767 2.407 0.999 0.65
Cl -2.744 2.506 2.091 0.07
Cl 0.591 3.849 -0.067 0.10
H 1.522 5.192 3.884 0.00
H -2.197 6.325 2.883 0.00
C 0.978 5.532 2.997 0.00
C -1.441 5.828 2.258 0.00
N -0.431 5.187 3.090 0.00
H 1.431 5.065 2.103 0.00
C -0.853 4.176 3.900 0.00
O -0.144 3.455 4.605 0.00
H -1.979 5.057 1.679 0.00
H -1.949 4.053 3.856 0.00
H 1.082 6.623 2.903 0.00
H -1.016 6.554 1.562 0.00
H 1.934 -0.371 -1.545 0.00
H 2.580 -2.363 -2.881 0.00
C 2.923 -0.490 -1.069 0.00
C 3.395 -2.632 -2.178 0.00
N 3.212 -1.906 -0.905 0.00
H 2.915 0.024 -0.103 0.00
C 3.344 -2.465 0.329 0.00
O 3.252 -1.841 1.396 0.00
H 3.383 -3.718 -1.991 0.00
H 3.516 -3.563 0.301 0.00
H 3.676 -0.054 -1.747 0.00
H 4.349 -2.345 -2.653 0.00
O -0.183 -0.777 -2.812 0.00
C -1.103 -1.803 -2.451 0.00
C 0.261 -3.004 -0.664 0.00
C -0.830 -2.188 -0.980 0.00
H 0.915 -3.308 -1.491 0.00
C 0.410 -3.546 0.622 0.00
H -2.137 -1.434 -2.497 0.00
C -1.627 -1.714 0.075 0.00
H 1.112 -4.382 0.765 0.00
C -0.354 -3.037 1.668 0.00
C -1.415 -2.160 1.377 0.00
H -2.415 -0.985 -0.179 0.00
H -0.220 -3.377 2.698 0.00
H -2.094 -1.809 2.169 0.00
Si -0.315 0.695 -3.516 0.00
Cl -1.528 1.080 -0.400 0.11
C 1.310 1.609 -3.152 0.00
C -1.310 2.432 -3.122 0.00
C -1.349 0.632 -5.066 0.00
H 2.219 1.003 -3.086 0.00
H 1.236 2.247 -2.236 0.00
H 1.377 2.276 -4.029 0.00
H -0.828 0.189 -5.929 0.00
H -1.632 1.665 -5.360 0.00
H -2.299 0.113 -4.885 0.00
H -2.140 2.380 -2.397 0.00
H -1.730 2.823 -4.061 0.00
H -0.619 3.247 -2.822 0.00
S 1.021 1.498 1.951 0.03
C 0.389 0.692 3.321 0.01
N -0.897 0.676 3.686 0.00
C -1.364 0.364 5.032 0.00
C -0.254 0.617 6.043 0.00
C 0.974 -0.148 5.587 0.00
N 1.239 0.077 4.162 0.00
H -1.590 1.152 3.082 0.00
H -1.674 -0.702 5.063 0.00
H -2.239 0.993 5.248 0.00
H -0.554 0.321 7.065 0.00
H 0.011 1.679 6.042 0.00
H 0.790 -1.221 5.763 0.00
H 1.866 0.162 6.143 0.00
H 2.162 -0.067 3.756 0.00
```

As for the spin multiplicity: 2. For the electronic energy, the calculation gives -138629.6304 eV. Its LUMO energy (alpha / beta) is 2.45 / 1.95 eV. The total charge is -1. As for the energy above the lowest of the compared OMol25 structures with the same formula, charge and spin: 0.0 kcal per mole.

---

5.
Molecular formula: C24H44F3O37S8
Method: DFT, wB97M-V/def2-TZVPD

Structure (XYZ):
```
116
Properties=species:S:1:pos:R:3:mulliken_charge:R:1
C 1.594 1.038 -1.323 -0.42
O 0.376 0.415 -0.947 0.57
O 1.527 1.143 -2.691 -0.92
C 1.651 2.322 -0.443 0.64
F 1.300 2.108 0.832 -0.25
F 2.872 2.869 -0.369 -0.26
F 0.746 3.306 -0.851 -0.20
C 0.306 -0.988 -0.529 -1.17
C -1.178 -1.399 -0.227 0.10
H -1.839 -1.099 -1.041 0.08
H -1.207 -2.478 -0.077 -0.05
H -1.502 -0.887 0.679 -0.48
H 0.841 -1.000 0.420 0.54
H 0.723 -1.617 -1.315 0.42
H 2.401 0.331 -1.127 0.30
C 3.036 3.215 3.565 -1.30
C 3.289 3.827 4.900 0.53
C 2.351 4.908 5.307 -0.43
O 1.932 4.526 6.645 -0.36
C 2.198 3.248 6.843 0.68
O 1.772 2.529 7.690 -0.52
O 3.031 2.804 5.796 -0.38
H 2.029 2.799 3.538 0.08
H 3.634 2.358 3.253 0.41
H 3.243 3.959 2.797 0.47
H 4.305 4.221 4.910 0.29
H 1.456 4.959 4.687 0.19
H 2.848 5.877 5.318 0.37
C 0.954 0.000 5.354 -0.48
C 1.340 -0.258 3.917 0.26
O 0.587 0.740 3.176 -0.02
S -0.582 1.554 4.047 1.19
O -1.873 1.253 3.477 -0.53
O -0.225 2.982 4.218 -0.56
O -0.311 0.714 5.434 -0.33
H 1.596 0.771 5.780 -0.06
H 1.113 -0.895 5.956 0.44
H 0.871 -1.237 3.818 -0.16
H 2.405 -0.178 3.698 0.42
C -2.341 2.307 0.632 0.21
C -2.512 2.258 -0.908 1.43
O -3.750 2.921 -1.145 -0.42
S -3.974 4.110 -0.016 0.98
O -5.401 4.371 0.177 -0.57
O -3.065 5.231 -0.379 -0.56
O -3.385 3.137 1.127 -0.32
H -1.339 2.705 0.792 0.06
H -2.465 1.328 1.095 -0.07
H -2.620 1.266 -1.347 -0.27
H -1.679 2.784 -1.376 -0.63
C 4.754 1.909 -3.009 0.03
C 4.302 3.380 -3.123 0.04
O 5.500 4.127 -3.471 -0.44
S 6.570 3.214 -4.368 1.05
O 7.931 3.620 -4.064 -0.53
O 6.292 2.979 -5.793 -0.54
O 6.046 1.839 -3.578 -0.43
H 4.130 1.182 -3.529 0.25
H 4.754 1.594 -1.966 0.18
H 3.948 3.888 -2.226 0.21
H 3.481 3.490 -3.831 0.15
C -1.332 0.250 -4.156 0.64
C -0.541 -1.060 -4.006 0.59
O -1.436 -2.162 -3.894 -0.33
S -3.080 -1.715 -4.067 1.16
O -3.834 -1.835 -2.799 -0.56
O -3.702 -2.307 -5.267 -0.60
O -2.668 -0.146 -4.316 -0.39
H -1.240 0.874 -5.045 0.27
H -1.279 0.907 -3.288 -0.67
H 0.063 -1.093 -3.099 -0.36
H 0.151 -1.130 -4.845 0.38
C 0.151 -6.805 0.255 -0.23
C 1.667 -7.095 0.397 -0.56
O 2.236 -5.861 0.676 -0.34
S 1.220 -4.949 1.589 0.95
O 0.961 -3.641 0.956 -0.31
O 1.599 -4.994 3.021 -0.55
O -0.065 -5.945 1.329 -0.24
H -0.396 -7.728 0.445 0.40
H 0.004 -6.329 -0.715 0.23
H 2.109 -7.381 -0.557 0.31
H 2.001 -7.797 1.161 0.31
C -3.117 -6.329 -1.624 -0.21
C -3.048 -4.817 -1.602 0.28
O -2.546 -4.424 -2.894 -0.02
S -2.649 -5.553 -4.009 1.05
O -1.486 -5.582 -4.903 -0.55
O -4.030 -5.613 -4.547 -0.57
O -2.464 -6.723 -2.844 -0.41
H -4.122 -6.749 -1.651 0.24
H -2.541 -6.832 -0.847 0.17
H -2.436 -4.348 -0.832 -0.34
H -4.076 -4.460 -1.668 0.31
C -1.858 -2.154 3.602 0.10
C -2.525 -3.515 3.645 -0.36
O -1.659 -4.246 4.526 -0.34
S -0.968 -3.298 5.669 1.13
O 0.475 -3.586 5.581 -0.55
O -1.595 -3.468 6.956 -0.62
O -1.285 -1.873 4.904 -0.21
H -2.554 -1.343 3.390 0.41
H -1.095 -2.095 2.826 -0.12
H -2.543 -4.008 2.673 0.23
H -3.468 -3.341 4.162 0.33
C -1.009 5.042 -3.556 0.17
C -0.455 3.908 -4.373 0.06
O -1.608 3.401 -4.941 -0.29
S -2.721 4.632 -5.364 1.06
O -4.077 4.334 -4.951 -0.51
O -2.520 5.047 -6.749 -0.55
O -2.007 5.675 -4.322 -0.37
H -0.249 5.775 -3.283 0.32
H -1.367 4.627 -2.615 -0.16
H 0.091 3.227 -3.719 0.05
H 0.135 4.252 -5.222 0.27
```

As for the spin multiplicity: 1. For the electronic energy, the calculation gives -196183.9789 eV. Its LUMO energy is 1.27 eV. The total charge is -1.